(1)
Computed, not measured: a structure of composition C44H60IrN6O3, with ωB97M-V/def2-TZVPD.

Calculated values
spin multiplicity = 6
Kohn-Sham gap (spin up / spin down) = 0.163 / 0.139 Eh
E_HOMO (spin up / spin down) = -11.45 / -12.78 eV
net charge = +2
strongest force on any atom = 3.68 eV/Å

Each line ends with the Mulliken charge.
CARTESIAN COORDINATES (ANGSTROEM)
1 Ir 14.4300 11.9267 11.1455  1.26
2 C 13.0780 14.9534 15.7397  -0.90
3 C 14.3915 15.6287 15.1806  -0.81
4 C 15.0524 14.9141 14.0338  0.77
5 C 16.3802 14.4560 13.9077  0.44
6 C 17.5765 14.8141 14.7291  -0.73
7 C 18.3104 16.0051 14.1411  -1.24
8 C 16.3959 13.4815 12.8655  0.48
9 C 17.4756 12.7705 12.3115  -0.75
10 C 17.3746 12.0130 11.1565  -0.55
11 C 18.5323 11.6893 10.4022  0.45
12 C 19.8495 12.4493 10.3803  -0.29
13 C 19.8081 13.8676 10.7864  -1.27
14 C 18.1115 10.8002 9.4219  0.13
15 C 16.7279 10.5101 9.5982  0.63
16 C 15.9204 9.6238 8.8926  -0.87
17 C 14.5689 9.5051 9.2147  0.19
18 N 13.8883 10.2912 10.1842  -0.62
19 C 12.5563 9.8682 10.1659  0.73
20 C 11.5163 10.2659 10.9962  -1.07
21 C 11.4490 11.4950 11.6124  0.18
22 N 12.5535 12.3923 11.7090  -0.84
23 C 12.0714 13.5423 12.2613  0.99
24 C 12.9540 14.5625 12.7060  -1.42
25 C 14.3303 14.3612 12.8887  0.16
26 N 15.1229 13.3819 12.3190  -0.82
27 C 10.6030 13.5170 12.3591  0.21
28 C 10.2934 12.1633 12.1242  0.40
29 C 8.8183 11.5880 12.1249  -0.94
30 C 8.3232 11.1371 10.7337  -0.95
31 C 9.7215 14.7545 12.3810  -0.94
32 C 9.0417 15.0229 10.9874  -0.96
33 C 12.3692 8.9501 9.0939  0.23
34 C 13.5792 8.7919 8.4290  0.55
35 C 13.8355 8.0357 7.1415  -0.92
36 C 14.1204 9.0285 6.0155  -1.12
37 C 11.0598 8.1699 8.9258  -1.00
38 C 10.8070 7.1760 10.0386  -1.13
39 N 16.2699 11.3703 10.6335  -0.57
40 C 18.8017 10.1460 8.2619  -1.20
41 C 18.2445 10.4833 6.8541  -0.97
42 H 12.6544 15.4542 16.6231  0.45
43 H 13.2286 13.9082 16.0947  0.29
44 H 12.2909 14.9437 14.9664  0.12
45 H 15.1013 15.6781 16.0377  0.30
46 H 14.2323 16.7505 15.0350  0.39
47 H 18.2059 13.8616 14.6704  0.27
48 H 17.2676 15.0981 15.7820  0.43
49 H 18.5127 15.9448 13.0633  0.28
50 H 19.3115 16.1935 14.6210  0.37
51 H 17.7884 16.9966 14.2984  0.32
52 H 18.3782 12.6552 12.9254  0.84
53 H 20.1870 12.4164 9.3099  0.35
54 H 20.5986 11.9671 11.0216  0.32
55 H 19.0693 14.4369 10.2340  0.36
56 H 20.8175 14.3202 10.5985  0.44
57 H 19.6203 14.0500 11.9162  0.19
58 H 16.4780 8.8791 8.3163  0.84
59 H 10.6454 9.6004 11.0263  0.91
60 H 12.5766 15.5507 12.9761  0.78
61 H 8.1453 12.3174 12.5779  0.47
62 H 8.9150 10.6746 12.7591  0.40
63 H 7.7550 12.0109 10.2431  0.30
64 H 7.5713 10.3419 10.8370  0.33
65 H 9.1645 10.8596 10.0496  0.24
66 H 10.4115 15.5582 12.6416  0.36
67 H 8.9440 14.4688 13.1233  0.48
68 H 9.6629 14.6880 10.1004  0.29
69 H 8.8441 16.1248 10.8543  0.35
70 H 8.1258 14.4103 11.0313  0.24
71 H 12.9673 7.4705 6.8185  0.41
72 H 14.7027 7.3246 7.3468  0.35
73 H 13.1594 9.5951 5.8114  0.32
74 H 14.3780 8.4924 5.0595  0.37
75 H 14.9304 9.7053 6.2787  0.27
76 H 11.1194 7.7025 7.9332  0.43
77 H 10.2593 8.9354 8.9184  0.27
78 H 11.6302 6.4091 10.0676  0.31
79 H 9.8524 6.7085 10.0008  0.40
80 H 10.8501 7.6539 10.9816  0.33
81 H 18.6980 9.0606 8.4757  0.42
82 H 19.8678 10.3717 8.3696  0.49
83 H 17.4184 9.7816 6.5791  0.22
84 H 19.0409 10.3085 6.1400  0.42
85 H 18.0600 11.5488 6.7944  0.37
86 C 15.9383 5.9975 12.5993  -1.09
87 N 15.3319 6.9940 13.5372  0.08
88 C 15.2073 8.3828 13.0499  -0.08
89 C 14.9568 6.5815 14.7858  0.43
90 O 15.1237 5.4139 15.1307  -0.67
91 C 14.2267 7.4191 15.9131  -0.07
92 O 13.8038 8.7422 15.5024  -0.29
93 C 14.3526 9.8449 16.1965  -0.12
94 C 13.2842 10.3938 17.2490  0.51
95 O 12.4213 11.1630 16.8197  -0.65
96 N 13.3939 10.0651 18.5973  0.08
97 C 13.8678 8.7937 19.1763  -0.90
98 C 12.5401 10.8530 19.5294  -0.98
99 H 16.9858 6.2492 12.5322  0.37
100 H 15.4423 6.1002 11.6107  0.24
101 H 15.9272 5.0130 13.0368  0.39
102 H 14.2919 8.8469 13.3557  0.20
103 H 15.2170 8.3493 11.9292  -0.33
104 H 16.0617 9.0514 13.3124  0.17
105 H 14.9453 7.3822 16.7815  0.18
106 H 13.3164 6.8069 16.1202  0.28
107 H 14.5326 10.6356 15.4251  -0.23
108 H 15.3384 9.7100 16.6663  0.50
109 H 13.1170 8.0184 19.1581  0.29
110 H 13.9556 8.9706 20.2300  0.36
111 H 14.8357 8.4848 18.7578  0.33
112 H 12.2188 11.7724 18.9519  0.26
113 H 13.1337 11.1008 20.3894  0.36
114 H 11.6888 10.2045 19.8192  0.34

=====

(2)
Computed, not measured: a structure of composition C44H61Br2N5O5Ti, with ωB97M-V/def2-TZVPD.

Calculated values
spin multiplicity = 3
Kohn-Sham gap (spin up / spin down) = 0.157 / 0.087 Eh
energy above the lowest of the compared OMol25 structures with the same formula, charge and spin = 44.8 kcal per mole
E_HOMO (spin up / spin down) = -1.14 / -1.14 eV
net charge = -2
strongest force on any atom = 4.12 eV/Å

Each line ends with the Mulliken charge.
CARTESIAN COORDINATES (ANGSTROEM)
1 Ti 8.0469 21.8063 11.6301  -0.59
2 C 1.8931 18.6398 10.5741  -0.97
3 N 3.1090 19.3194 10.3119  0.33
4 C 2.9693 20.5022 9.4710  -0.73
5 C 4.3880 18.9070 10.9301  0.22
6 C 4.8744 17.5505 10.5148  -0.87
7 N 6.2546 17.2026 10.8269  1.01
8 C 6.5459 16.1568 11.8100  0.45
9 C 5.4760 15.1538 12.1714  -0.55
10 C 4.7372 14.5258 11.1707  -0.75
11 C 3.6724 13.6570 11.4888  0.07
12 C 3.4102 13.4825 12.8773  -0.18
13 C 4.3210 13.8075 13.8558  -0.78
14 C 5.4570 14.6736 13.5299  0.05
15 O 6.4463 14.8528 14.2610  -0.78
16 C 4.0080 13.5658 15.3017  2.09
17 C 3.6731 14.8598 16.1795  -1.68
18 C 2.8292 12.5425 15.5115  -1.87
19 C 5.2156 12.7555 15.9091  -1.47
20 C 2.9338 12.7344 10.4452  2.05
21 C 1.3878 12.8402 10.8121  -1.67
22 C 3.4503 11.3282 10.6224  -1.69
23 C 3.2453 13.1520 9.0005  -1.73
24 C 7.2860 18.0058 10.1477  -1.00
25 C 8.6591 17.9229 10.8036  0.25
26 C 9.6430 17.1563 10.3134  -0.66
27 C 10.8247 16.7813 11.0038  -1.35
28 C 10.9504 17.4698 12.2272  -0.66
29 C 9.9556 18.2896 12.7757  0.47
30 C 8.9973 18.8318 11.8735  -0.30
31 O 8.4629 19.9839 11.9789  0.98
32 C 9.9480 18.4721 14.2955  3.02
33 C 9.0558 19.6690 14.7799  -1.18
34 C 9.3027 17.1747 14.7563  -1.75
35 C 11.4260 18.5657 14.7183  -1.68
36 C 11.6341 15.6422 10.4752  2.58
37 C 12.9704 15.5705 11.0789  -2.32
38 C 11.9169 15.7868 8.9529  -1.75
39 C 10.8411 14.3362 10.6232  -1.51
40 H 1.6118 18.4451 11.6077  0.30
41 H 1.8841 17.6276 10.1072  0.21
42 H 1.0493 19.2130 10.1624  0.38
43 H 3.0429 20.2542 8.3798  0.24
44 H 3.7635 21.1924 9.7052  -0.10
45 H 2.0296 20.9947 9.7498  0.45
46 H 4.3956 18.9370 12.0092  0.22
47 H 5.0835 19.7089 10.6497  -0.76
48 H 4.8154 17.5796 9.3730  -0.10
49 H 4.2819 16.7305 10.8326  0.43
50 H 6.8053 16.6904 12.7580  -0.17
51 H 7.5650 15.7156 11.6668  0.31
52 H 4.9747 14.7691 10.1329  0.21
53 H 2.5343 12.9403 13.1775  0.66
54 H 2.7667 15.2663 15.7289  0.33
55 H 4.4838 15.5244 16.0174  0.38
56 H 3.5227 14.5781 17.1998  0.43
57 H 1.8249 13.0198 15.4289  0.27
58 H 2.8563 12.1258 16.5393  0.44
59 H 2.9726 11.7336 14.7471  0.40
60 H 6.1619 13.2998 15.9905  0.29
61 H 5.4287 11.8691 15.2523  0.31
62 H 4.9574 12.4411 17.0126  0.36
63 H 1.2570 12.1372 11.6577  0.38
64 H 0.7496 12.4220 10.0233  0.46
65 H 0.9773 13.8285 11.0365  0.25
66 H 3.3544 11.0657 11.6841  0.32
67 H 4.4717 11.2682 10.2070  0.35
68 H 2.7776 10.6860 10.0338  0.44
69 H 2.8090 14.1270 8.6641  0.30
70 H 2.9005 12.4970 8.2102  0.40
71 H 4.3589 13.2280 8.9054  0.35
72 H 6.9963 19.0338 10.0523  0.16
73 H 7.3777 17.7732 9.0253  0.09
74 H 9.4130 16.6993 9.3083  -0.06
75 H 11.8268 17.1841 12.7756  0.60
76 H 8.0895 19.6188 14.2165  0.14
77 H 9.6147 20.5216 14.5329  -0.16
78 H 8.9471 19.5946 15.8873  0.46
79 H 8.2367 17.0170 14.4331  0.19
80 H 9.2733 17.2547 15.8642  0.54
81 H 9.8685 16.2530 14.5221  0.24
82 H 12.1408 18.5404 13.8820  0.38
83 H 11.5913 17.6931 15.3261  0.40
84 H 11.6266 19.4351 15.3426  0.24
85 H 13.5063 16.4902 11.2590  0.42
86 H 13.6439 14.8940 10.5075  0.41
87 H 13.0428 14.9954 12.0255  0.37
88 H 12.5880 16.6038 8.6768  0.36
89 H 10.9777 15.9517 8.4032  0.36
90 H 12.2924 14.8859 8.4709  0.45
91 H 10.6457 14.1486 11.7172  0.29
92 H 11.3993 13.4550 10.1995  0.45
93 H 9.8445 14.4136 10.1074  0.22
94 Br 11.2006 22.6552 15.8956  -0.13
95 C 10.5288 23.8128 14.5382  -0.13
96 C 10.8381 25.1685 14.6513  -0.66
97 C 10.0481 26.1003 14.0359  0.06
98 Br 9.7787 27.7479 14.9498  -0.23
99 C 9.2404 25.7589 12.9287  0.72
100 C 8.4937 26.6500 12.1327  -0.66
101 C 7.7994 26.1451 11.0591  -0.94
102 C 7.6662 24.7318 10.9163  -0.27
103 N 8.3875 23.8989 11.6229  0.43
104 C 9.0720 24.4050 12.7150  -0.10
105 C 9.7198 23.3806 13.4489  0.91
106 O 9.5683 22.1443 13.0875  -0.30
107 H 11.4913 25.4395 15.4706  0.41
108 H 8.3961 27.7221 12.4518  0.17
109 H 7.1674 26.7280 10.4142  0.39
110 H 6.8918 24.3057 10.3436  0.41
111 N 8.8638 21.5591 9.8730  -0.43
112 N 6.2151 22.0112 11.0032  0.10
113 C 5.6741 22.2562 12.2913  0.76
114 O 4.5557 22.4535 12.7413  -0.73
115 O 6.6961 22.0132 13.1244  -0.58
116 H 9.7544 21.2655 9.3634  0.11
117 H 8.3216 22.1110 9.1920  0.15
118 H 5.6010 22.1758 10.1869  0.08

=====

(3)
Computed, not measured: a structure of composition C44H62ClKN4O9, with ωB97M-V/def2-TZVPD.

Calculated values
Kohn-Sham gap (spin up / spin down) = 0.178 / 0.191 Eh
energy above the lowest of the compared OMol25 structures with the same formula, charge and spin = 256.4 kcal per mole
E_HOMO (spin up / spin down) = -1.37 / -1.37 eV
net charge = -2
strongest force on any atom = 10.39 eV/Å

Each line ends with the Mulliken charge.
CARTESIAN COORDINATES (ANGSTROEM)
1 K 0.2368 0.7760 0.3343  1.10
2 C -3.8160 -4.5756 0.6369  -1.54
3 C -3.9333 -3.1268 1.1794  -0.97
4 C -3.2831 -2.0888 0.2772  0.58
5 C -3.7312 -0.9676 -0.1912  -0.13
6 C -5.0900 -0.5717 -0.2091  -0.82
7 C -5.9301 -1.4645 -1.2259  -1.20
8 C -2.5307 -0.1731 -0.7832  1.49
9 C -2.8142 1.0738 -1.4068  -0.98
10 C -1.7332 1.9010 -1.9193  0.56
11 C -1.8736 3.2443 -2.7153  -0.09
12 C -3.1171 3.9660 -2.8806  -0.58
13 C -3.5760 4.0783 -4.4404  -1.32
14 C -0.6600 3.4069 -3.2619  0.22
15 C 0.2701 2.4222 -2.5181  0.68
16 C 1.5781 2.3509 -2.7433  -0.24
17 C 2.6041 1.3355 -2.1567  -0.04
18 N 2.3252 0.4632 -1.2320  0.32
19 C 3.4583 -0.4118 -1.2990  0.25
20 C 3.5634 -1.7169 -0.8922  -0.55
21 C 2.5958 -2.4239 -0.2644  -0.33
22 N 1.3360 -1.9714 -0.0171  0.19
23 C 0.4779 -3.0572 0.0516  -0.53
24 C -0.9173 -3.0870 0.2494  -0.05
25 C -1.8315 -2.1751 -0.1057  0.22
26 N -1.4802 -0.9776 -0.7024  -0.65
27 C 1.3214 -4.1885 -0.0247  1.24
28 C 2.5883 -3.8721 -0.3969  -0.82
29 C 3.7059 -4.6351 -1.1130  -0.99
30 C 3.5109 -4.8037 -2.7035  -1.00
31 C 0.9334 -5.6516 0.2814  -0.98
32 C 0.7294 -6.4441 -1.0122  -1.30
33 C 4.6099 0.2019 -2.1359  0.32
34 C 4.1694 1.4324 -2.6436  -0.23
35 C 4.7007 2.3747 -3.4553  -1.05
36 C 4.6243 2.1030 -4.9688  -1.62
37 C 5.9508 -0.3927 -2.3898  -1.31
38 C 5.9610 -1.5799 -3.4215  -0.89
39 N -0.4841 1.4621 -1.9892  -0.82
40 C -0.0728 4.6944 -3.9842  -0.48
41 C 0.4043 4.0667 -5.2975  -1.04
42 H -3.6138 -4.6168 -0.3743  0.43
43 H -4.7395 -5.1697 0.7766  0.40
44 H -3.1635 -5.1137 1.3414  0.37
45 H -3.5256 -3.0622 2.2250  0.18
46 H -4.9212 -2.7512 1.3172  0.57
47 H -5.2138 0.5550 -0.4970  0.26
48 H -5.5117 -0.6278 0.8559  0.37
49 H -5.3429 -1.4616 -2.3064  0.24
50 H -6.9370 -1.0132 -1.5183  0.37
51 H -6.0702 -2.5288 -0.9234  0.26
52 H -3.8957 1.4606 -1.5068  -0.40
53 H -3.4216 4.9163 -2.4629  0.55
54 H -3.7931 3.1296 -2.5695  -0.05
55 H -3.0408 3.9634 -5.2626  0.44
56 H -4.2530 4.8168 -4.4612  0.42
57 H -3.9966 2.8867 -4.7441  0.22
58 H 2.2242 2.9919 -3.4308  -0.09
59 H 4.5315 -2.0530 -0.9389  0.74
60 H -1.1951 -3.8995 0.9279  0.05
61 H 3.5859 -5.7759 -0.8903  0.32
62 H 4.7813 -4.4459 -1.0329  0.50
63 H 2.4761 -5.2792 -2.9608  0.27
64 H 4.0560 -5.8351 -3.1060  0.30
65 H 3.4552 -3.7385 -3.1779  0.21
66 H 0.0983 -5.6112 0.8445  0.53
67 H 1.8768 -6.0152 0.8959  0.36
68 H 0.6295 -5.7236 -1.8265  0.26
69 H -0.2562 -7.0683 -1.1852  0.29
70 H 1.4871 -7.0557 -1.1530  0.46
71 H 5.6303 2.4399 -3.0866  0.75
72 H 4.3892 3.7617 -3.2510  0.20
73 H 4.4929 2.8533 -5.6250  0.50
74 H 3.8112 1.3369 -4.9619  0.38
75 H 5.4807 1.8653 -5.3994  0.48
76 H 6.2134 -0.6062 -1.3092  0.38
77 H 6.5706 0.3907 -2.6261  0.62
78 H 11.8515 2.3817 -7.2621  0.00
79 H 5.8085 -2.7417 -3.0349  0.07
80 H 6.7795 -1.6368 -3.9205  0.56
81 H 0.7698 5.1847 -3.5200  0.27
82 H -0.8857 5.4321 -4.1331  0.37
83 H 1.3581 4.4343 -5.6837  0.29
84 H -0.3023 3.9756 -6.1855  0.25
85 H 0.6722 2.7041 -4.6841  0.45
86 C -1.8062 0.3184 3.7029  -0.02
87 C -2.4236 1.1878 2.6190  0.36
88 O -1.6191 2.3125 2.2547  -0.08
89 C -1.5406 3.4251 3.0956  -0.81
90 C -0.5297 3.3934 4.1980  0.11
91 O 0.7607 3.2420 3.7168  -0.22
92 C 1.7444 2.9867 4.6946  -0.84
93 C 2.7952 1.9715 4.1965  -0.73
94 O 2.2864 0.7809 3.6040  -0.11
95 C 1.8198 -0.1851 4.4930  -0.95
96 C 0.2918 -0.1539 4.6577  -0.25
97 O -0.4036 -0.0125 3.4182  0.06
98 H -2.2895 -0.7035 3.7702  0.20
99 H -1.9053 0.7873 4.6739  0.02
100 H -3.3901 1.5711 3.0227  0.38
101 H -2.6447 0.7060 1.7185  -0.80
102 H -2.5163 3.5910 3.6215  0.37
103 H -1.2544 4.3097 2.3825  0.18
104 H -0.8077 2.5925 4.8868  0.00
105 H -0.6160 4.3332 4.8214  0.34
106 H 1.3480 2.6348 5.6450  0.37
107 H 2.1763 3.9406 4.9227  0.59
108 H 3.3809 1.8819 5.0882  0.37
109 H 3.4879 2.3766 3.4800  0.34
110 H 2.0215 -0.1389 5.5853  0.38
111 H 2.1444 -1.1930 4.1346  0.33
112 H -0.0205 0.7032 5.3302  0.11
113 H -0.0121 -1.0852 5.1990  0.36
114 O -3.7582 2.6396 4.9231  -0.72
115 Cl -4.2288 1.6771 5.9390  1.75
116 O -3.0984 1.3405 6.6925  -0.70
117 O -4.8170 0.5195 5.3928  -0.67
118 O -5.2051 2.3414 6.7388  -0.77
119 O -4.4124 -1.2798 7.7447  -0.66
120 H -4.1211 -0.4616 8.1169  0.31
121 H -4.5683 -0.9969 6.8373  0.38